[1]
{"formula": "C5H5FOS", "method": "ωB97M-V with the def2-TZVPD basis set", "elements": ["F", "C", "C", "O", "C", "C", "C", "S", "H", "H", "H", "H", "H"], "xyz": [[-2.3580, -1.9297, -0.0971], [-2.6631, -0.6272, 0.0147], [-1.7380, 0.3162, 0.1189], [-0.4172, -0.0815, 0.2814], [0.4760, 0.8526, -0.0682], [1.8282, 0.6062, -0.0731], [2.3393, -0.6868, 0.1403], [3.9577, -1.0112, -0.0016], [-3.6943, -0.4121, -0.1662], [-1.9787, 1.3520, 0.0133], [0.0495, 1.7702, -0.2991], [2.6556, 1.3171, -0.2300], [1.5429, -1.4658, 0.3668]], "forces_ev_per_a": [[0.016, 0.266, 0.418], [0.366, 0.116, -0.695], [0.187, -1.678, 0.027], [-0.653, 0.312, -0.231], [2.838, -1.151, 0.490], [-1.075, 1.017, -0.048], [0.348, -2.027, 0.268], [-1.337, -0.093, 0.261], [-0.430, 0.080, 0.137], [0.028, 0.461, 0.254], [-0.445, 1.784, -0.424], [-1.181, 0.275, -0.212], [1.335, 0.639, -0.246]], "smiles": "F/C=C\\O/C=C\\C=S", "homo_lumo_gap_ev": 7.82, "relative_energy_ev": 2.550}

***

[2]
{"formula": "C14H20O4", "method": "ωB97M-V with the def2-TZVPD basis set", "elements": ["C", "C", "C", "C", "C", "C", "C", "C", "C", "C", "C", "O", "O", "C", "C", "O", "O", "C", "H", "H", "H", "H", "H", "H", "H", "H", "H", "H", "H", "H", "H", "H", "H", "H", "H", "H", "H", "H"], "xyz": [[-4.0524, -0.7248, -1.5135], [-3.4520, 0.0761, -0.4420], [-4.7039, 0.5932, 0.3532], [-2.1520, 0.4057, -0.2857], [-1.6412, 1.0762, 0.8351], [-0.4819, 0.1941, 1.2494], [0.7043, 0.4309, 1.0876], [1.1851, 1.3440, 0.1640], [1.7989, 0.6961, -1.2676], [2.8420, -0.2010, -0.8049], [4.2289, 0.2586, -0.4205], [4.8257, 0.4018, 0.7653], [4.6207, 1.2464, -1.4037], [2.4943, -1.3529, 0.4956], [1.4170, -2.2573, 0.0192], [1.2288, -2.2497, -1.2723], [0.9356, -2.9145, 1.0423], [1.8438, -0.2417, 1.6414], [-3.2381, -0.8864, -2.1695], [-4.7336, -0.1150, -2.3964], [-4.6799, -1.5590, -0.9742], [-4.6085, 1.7464, 0.5411], [-4.5601, 0.1134, 1.4707], [-5.6910, 0.2527, 0.1370], [-1.5848, 0.0185, -1.0114], [-1.4821, 2.0549, 0.5939], [-2.3891, 1.2232, 1.7311], [-0.7099, -0.2293, 2.1010], [0.4690, 2.1506, -0.4948], [2.0733, 1.9056, 0.4351], [2.3044, 1.2978, -1.9339], [0.9989, 0.2844, -1.6175], [3.2995, -0.9084, -1.5662], [5.3783, 1.6756, -0.8783], [3.1885, -1.6591, 1.0037], [0.2739, -3.5997, 0.4815], [1.4059, -0.9734, 2.5319], [2.6437, 0.4260, 1.7723]], "forces_ev_per_a": [[-1.866, 0.491, -2.163], [-2.797, 1.940, 0.378], [3.658, 1.072, 4.887], [-6.718, -0.948, -0.174], [-0.479, -1.053, 3.505], [-7.243, 2.654, 0.527], [6.675, 0.678, -1.732], [1.017, 5.992, -8.476], [2.485, 1.598, 5.971], [4.212, -7.500, 2.464], [1.184, 6.923, 4.592], [-2.762, -2.092, -6.320], [1.601, -1.691, 2.905], [-8.992, 9.049, -5.715], [2.804, 2.353, -5.068], [-1.018, -1.620, 6.007], [-3.930, -3.874, -3.642], [-1.137, -6.138, 1.286], [0.818, -2.032, -0.782], [1.149, -1.298, 3.096], [1.352, 1.114, -1.869], [-0.588, -2.124, -0.456], [-0.346, 1.311, -2.196], [-0.369, -0.037, -1.067], [2.772, -1.297, -2.493], [1.526, 2.768, -0.603], [1.134, -0.890, -1.685], [-1.377, -3.518, 3.937], [1.279, -1.951, 2.782], [-0.239, 0.419, 0.805], [0.310, 2.306, -1.254], [-4.242, -3.103, -2.725], [-1.389, 0.290, -0.147], [-1.282, -0.599, -1.305], [7.958, -3.841, 4.648], [1.924, 2.085, 2.604], [1.843, 2.094, -1.679], [1.072, 0.466, 1.155]], "smiles": "CC(C)=CC/C=C1\\CC[C@@H](C(=O)O)[C@H](C(=O)O)C1", "homo_lumo_gap_ev": 8.87, "relative_energy_ev": 10.618}

***

[3]
{"formula": "C4H10N2O2", "method": "ωB97M-V with the def2-TZVPD basis set", "elements": ["C", "C", "O", "C", "N", "C", "N", "O", "H", "H", "H", "H", "H", "H", "H", "H", "H", "H"], "xyz": [[0.4210, -1.1344, 1.2945], [-0.5857, -0.1562, 0.7293], [-2.0661, -0.8912, 0.8232], [-0.5967, 0.1516, -0.7112], [-0.4902, -0.9455, -1.6005], [0.9562, 1.0518, -0.6166], [0.9719, 2.2639, -0.0055], [1.9105, 0.6281, -1.2459], [0.3642, -2.0957, 0.7770], [0.1961, -1.3310, 2.3452], [1.4473, -0.7633, 1.2395], [-0.8058, 0.6890, 1.3742], [-2.0083, -1.7054, 0.2904], [-1.3561, 0.8671, -1.0209], [0.4734, -1.2601, -1.7139], [-0.8918, -0.7641, -2.5136], [0.2584, 2.5562, 0.6435], [1.8018, 2.8391, -0.0888]], "forces_ev_per_a": [[0.023, 0.041, 0.076], [-4.834, -3.215, 0.530], [2.089, 0.785, 0.568], [4.011, 2.479, 0.230], [0.153, -0.364, -0.041], [-1.161, -0.605, -2.428], [-0.165, -0.003, 0.331], [-0.535, 0.026, 0.611], [0.044, 0.195, -0.116], [-0.074, 0.129, -0.129], [-0.041, 0.028, -0.098], [0.281, 0.135, -0.130], [0.306, 0.551, 0.143], [-0.019, -0.121, 0.320], [-0.199, 0.199, 0.025], [0.193, 0.102, 0.251], [0.034, -0.068, -0.257], [-0.107, -0.298, 0.115]], "smiles": "C[C@H](O)[C@H](N)C(N)=O", "homo_lumo_gap_ev": 9.57, "relative_energy_ev": 2.359}

***

[4]
{"formula": "C4H9N2", "method": "ωB97M-V with the def2-TZVPD basis set", "elements": ["C", "C", "C", "C", "N", "N", "H", "H", "H", "H", "H", "H", "H", "H", "H"], "xyz": [[1.4321, 1.3657, -0.0039], [1.2902, 0.2256, 0.5353], [-0.0498, -0.1001, 1.1010], [-0.6797, -0.4347, -0.1483], [-1.3217, 0.3844, -0.9022], [-0.7126, -1.7101, -0.5063], [2.3679, 1.4515, -0.6507], [0.6674, 2.2019, -0.0586], [2.1278, -0.5727, 0.6673], [-0.1905, -0.8655, 1.8325], [-0.3501, 0.7626, 1.6674], [-1.5775, 0.2118, -1.8139], [-1.2992, 1.3589, -0.6457], [-0.2908, -2.3466, 0.1339], [-1.4133, -1.9327, -1.2078]], "forces_ev_per_a": [[2.172, 3.759, -3.611], [1.936, -4.333, 2.931], [0.386, 0.637, 1.135], [-2.096, -2.316, 0.110], [0.099, 2.931, 1.495], [-0.130, 0.909, -0.168], [-1.225, 0.693, 1.211], [1.057, -1.215, 0.161], [-1.528, 1.598, -0.751], [0.531, -1.003, 0.172], [-0.871, 0.710, -0.470], [-0.656, -0.718, -2.259], [-0.206, 0.042, -0.063], [-0.115, -0.905, -0.107], [0.646, -0.788, 0.214]], "charge": 1, "smiles": "C=CCC(N)=[NH2+]", "homo_lumo_gap_ev": 10.95, "relative_energy_ev": 1.638}